Entry 1:
Computed, not measured: one molecule with the formula C5H6O3 at a distorted geometry, with the ωB97M-V functional and the def2-TZVPD basis.

Computed properties:
- 2S+1 = 1
- frontier orbital gap (eV) = 9.36
- molar mass (g mol⁻¹) = 114.1
- calculated total energy (Eh) = -419.73401
- SMILES = C=CCC(=O)C(=O)O
- relative energy (zero: lowest compared OMol25 entry of this formula, charge and spin) (eV) = 2.868
- lowest unoccupied orbital energy (eV) = -0.831

Last column: natural (NBO) charge in e.
Element x y z (Å)
1 O 1.048 2.158 0.184  -0.46
2 O 2.803 -0.069 0.765  -0.51
3 O 1.417 -1.328 -0.559  -0.72
4 C -0.445 0.631 -0.885  -0.56
5 C 0.786 0.978 -0.198  0.46
6 C -1.489 -0.135 -0.223  -0.18
7 C -1.631 -0.328 1.166  -0.39
8 C 1.725 -0.155 0.091  0.67
9 H -2.391 -0.858 1.769  0.23
10 H 0.163 0.085 -1.642  0.26
11 H 1.663 -2.212 -0.077  0.53
12 H -0.754 1.647 -1.236  0.26
13 H -1.760 -0.941 -1.029  0.22
14 H -1.135 0.527 1.875  0.20

---

Entry 2:
Computed, not measured: AsF6H22O11 as an isolated structure at a distorted geometry, with the ωB97M-V functional and the def2-TZVPD basis.

Computed properties:
- 2S+1 = 1
- total charge = -1
- frontier orbital gap (eV) = 9.57
- molar mass (g mol⁻¹) = 387.1
- calculated total energy (Eh) = -3676.04141
- relative energy (zero: lowest compared OMol25 entry of this formula, charge and spin) (eV) = 1.240
- lowest unoccupied orbital energy (eV) = 2.179

Last column: natural (NBO) charge in e.
Element x y z (Å)
1 As -0.283 -0.030 0.252  2.82
2 F -1.356 0.093 -1.140  -0.63
3 F 1.244 -0.233 -0.647  -0.62
4 F -0.059 1.773 0.230  -0.63
5 F -1.677 0.235 1.382  -0.65
6 F 0.636 -0.126 1.757  -0.62
7 F -0.434 -1.794 0.196  -0.62
8 O 2.520 1.849 -2.312  -0.99
9 O -3.678 -3.546 -0.069  -0.94
10 O 0.979 4.549 0.300  -0.95
11 O 3.287 1.257 0.381  -0.97
12 O -4.153 0.121 -0.583  -0.96
13 O -2.115 -1.169 3.487  -0.96
14 O -0.853 2.052 3.555  -0.95
15 O 3.092 -1.399 -2.234  -0.97
16 O 0.054 1.436 -3.193  -0.95
17 O 2.349 -2.079 2.375  -0.94
18 O 1.036 -3.311 -1.963  -0.94
19 H 0.701 3.644 0.464  0.49
20 H 2.355 -1.942 -1.940  0.49
21 H 2.534 2.796 -2.463  0.47
22 H -4.498 -0.265 0.224  0.47
23 H -2.820 -0.799 4.021  0.46
24 H 0.130 -3.189 -1.672  0.48
25 H 2.579 0.650 0.151  0.48
26 H -2.178 -0.705 2.645  0.48
27 H -0.168 0.558 -2.877  0.49
28 H -0.258 1.629 4.176  0.47
29 H 1.606 -2.472 2.836  0.46
30 H -4.192 -3.329 -0.849  0.47
31 H 0.964 -3.547 -2.890  0.47
32 H 2.231 -1.135 2.494  0.48
33 H -3.203 0.149 -0.450  0.48
34 H 1.679 1.558 -2.685  0.49
35 H -2.896 -2.994 -0.135  0.48
36 H -0.870 1.461 2.799  0.48
37 H -0.654 1.993 -2.863  0.49
38 H 3.377 1.816 -0.392  0.48
39 H 0.237 4.949 -0.157  0.45
40 H 2.756 -0.502 -2.211  0.47

---

Entry 3:
Computed, not measured: C23H33Br2CsN8O2 as an isolated structure at a distorted geometry, with the ωB97M-V functional and the def2-TZVPD basis.

Computed properties:
- 2S+1 = 1
- frontier orbital gap (eV) = 6.21
- molar mass (g mol⁻¹) = 746.3
- calculated total energy (Eh) = -6652.96391
- relative energy (zero: lowest compared OMol25 entry of this formula, charge and spin) (eV) = 1.010
- lowest unoccupied orbital energy (eV) = -0.041

Last column: Mulliken charge in e.
Element x y z (Å)
1 Cs 0.821 -1.268 -0.308  1.37
2 Br 7.236 -1.082 4.221  -0.27
3 Br 1.668 -1.179 5.135  -0.22
4 O 1.192 -4.198 -1.205  -0.63
5 O 1.623 -0.967 2.026  -0.69
6 N -4.620 0.245 -0.098  0.17
7 N -2.417 -0.577 -0.700  -0.08
8 N 1.536 3.597 -1.597  0.02
9 N -1.028 -4.316 -1.588  -0.30
10 N 3.643 -0.853 0.324  -0.01
11 N 0.113 1.964 -0.796  -0.05
12 N -3.928 -1.799 0.572  -0.04
13 N -0.522 4.309 -1.035  0.09
14 C 0.283 5.484 -1.344  -0.67
15 C -3.559 -0.663 -0.151  0.17
16 C 5.982 -0.805 -0.172  -0.70
17 C 3.931 -0.926 1.635  -0.57
18 C 0.171 -6.337 -0.943  -1.02
19 C -1.074 1.384 -0.228  -0.84
20 C 2.775 -0.988 2.532  0.61
21 C 0.307 3.182 -1.085  0.22
22 C -4.916 1.106 -1.228  -0.96
23 C -1.529 4.490 -0.007  -0.85
24 C 4.404 -1.106 4.366  -0.31
25 C 2.412 2.632 -2.214  -0.94
26 C 5.473 -1.041 3.516  -0.17
27 C 5.263 -0.950 2.114  0.93
28 C -1.830 0.587 -1.298  -0.97
29 C 4.626 -0.805 -0.543  -0.50
30 C 1.369 4.893 -2.222  -0.66
31 C 3.091 -1.080 3.891  -0.19
32 C -5.072 -1.446 1.399  -0.66
33 C -2.884 -2.584 1.195  -0.78
34 C 0.170 -4.856 -1.256  0.72
35 C -5.759 -0.418 0.523  -0.66
36 C 6.296 -0.880 1.158  -0.72
37 H -2.468 1.281 -1.858  -0.02
38 H 6.750 -0.753 -0.932  0.39
39 H -2.396 3.858 -0.192  0.09
40 H 2.561 1.803 -1.525  0.27
41 H -1.869 5.525 -0.049  0.42
42 H 0.729 5.900 -0.429  0.35
43 H -5.693 -2.313 1.621  0.38
44 H -1.094 -3.348 -1.858  0.10
45 H -6.379 0.285 1.077  0.39
46 H -3.337 -3.472 1.636  0.38
47 H -1.090 0.246 -2.030  0.64
48 H -1.770 2.032 0.315  -0.10
49 H -2.353 -2.024 1.974  0.37
50 H 2.002 2.243 -3.156  0.30
51 H 2.293 5.469 -2.215  0.38
52 H 0.640 -6.865 -1.772  0.28
53 H -4.814 0.578 -2.183  0.35
54 H -0.743 0.675 0.541  0.50
55 H 0.785 -6.494 -0.059  0.28
56 H 1.012 4.793 -3.259  0.31
57 H -4.273 1.986 -1.239  0.08
58 H -2.169 -2.896 0.439  0.07
59 H -0.314 6.251 -1.838  0.40
60 H 7.327 -0.888 1.485  0.32
61 H 4.556 -1.179 5.435  0.41
62 H 3.374 3.104 -2.412  0.35
63 H -4.747 -0.984 2.343  0.33
64 H -1.845 -4.888 -1.700  0.18
65 H -1.143 4.292 0.998  0.33
66 H -5.943 1.455 -1.132  0.44
67 H -6.371 -0.922 -0.240  0.37
68 H -0.824 -6.747 -0.780  0.35
69 H 4.362 -0.747 -1.595  0.48

---

Entry 4:
Computed, not measured: a 2-piece molecular cluster, C3H7N2S overall at a distorted geometry, with the ωB97M-V functional and the def2-TZVPD basis.

Computed properties:
- 2S+1 = 1
- total charge = +1
- frontier orbital gap (spin up / spin down) (eV) = 6.42 / 7.72
- molar mass (g mol⁻¹) = 103.2
- calculated total energy (Eh) = -625.77454
- relative energy (zero: lowest compared OMol25 entry of this formula, charge and spin) (eV) = 5.378
- lowest unoccupied orbital energy (spin up / spin down) (eV) = -5.443 / -5.037

Last column: natural (NBO) charge in e.
Element x y z (Å)
1 S -2.897 -0.725 -1.392  0.29
2 N 1.020 -1.022 -0.413  -0.55
3 N -2.680 1.036 0.678  -0.79
4 C -2.339 0.255 -0.321  0.12
5 C 0.959 -0.884 0.994  -0.26
6 C 0.477 0.147 0.246  -0.22
7 H 0.352 -1.516 1.455  0.21
8 H 1.028 1.088 0.171  0.22
9 H 1.950 -1.020 -0.871  0.43
10 H 0.397 -1.716 -0.976  0.44
11 H -1.862 1.541 1.030  0.44
12 H 1.858 -0.819 1.620  0.23
13 H -3.666 1.428 0.784  0.45

---

Entry 5:
Computed, not measured: C22H35BrHgO2P2 as an isolated structure at a distorted geometry, with the ωB97M-V functional and the def2-TZVPD basis.

Computed properties:
- 2S+1 = 1
- frontier orbital gap (eV) = 4.30
- molar mass (g mol⁻¹) = 674.0
- calculated total energy (Eh) = -4419.63349
- lowest unoccupied orbital energy (eV) = -0.040

Last column: natural (NBO) charge in e.
Element x y z (Å)
1 Hg 1.361 -0.051 0.640  1.15
2 Br 1.936 4.370 3.374  0.08
3 P 0.171 2.156 -5.269  1.48
4 P 0.196 -1.861 -5.732  1.61
5 O -0.635 1.659 1.730  -0.67
6 O 1.563 1.455 2.257  -0.81
7 C -0.666 3.297 6.442  -0.20
8 C 0.726 0.891 -6.476  -0.74
9 C -2.648 0.036 -3.734  -0.41
10 C -1.154 2.998 -6.202  -0.96
11 C 0.729 -1.954 -0.046  -1.04
12 C -0.573 1.628 -3.674  -0.52
13 C -1.345 2.197 5.904  -0.22
14 C -1.014 1.728 4.635  -0.17
15 C -0.188 -0.351 -6.672  -0.76
16 C 1.820 -2.397 -6.294  -1.00
17 C 0.371 0.735 -2.777  -0.41
18 C 0.040 2.299 3.911  -0.16
19 C 1.110 -0.406 -3.442  -0.40
20 C 1.508 3.365 -5.116  -0.99
21 C 0.275 -1.639 -3.978  -0.57
22 C -0.995 -3.139 -6.142  -0.98
23 C -1.994 1.324 -3.773  -0.59
24 C 0.686 3.442 4.425  -0.08
25 C 0.354 3.909 5.703  -0.22
26 C 0.328 1.774 2.523  0.76
27 C -1.009 -1.931 -3.344  -0.66
28 C -1.991 -1.046 -2.763  -0.42
29 H -0.061 -0.675 -7.721  0.24
30 H -0.641 -3.673 -7.033  0.23
31 H 2.213 -3.172 -5.626  0.26
32 H -2.744 -0.421 -4.748  0.12
33 H -1.978 -2.700 -6.359  0.28
34 H -0.588 2.618 -3.176  0.24
35 H 0.910 -2.536 -3.760  0.21
36 H 0.736 1.416 -7.451  0.24
37 H 1.800 -0.817 -2.686  0.22
38 H -2.645 2.218 -3.801  0.18
39 H -1.675 3.728 -5.566  0.27
40 H 1.764 0.008 -4.228  0.17
41 H -2.152 1.711 6.449  0.22
42 H -0.275 -2.180 0.343  0.24
43 H -1.237 -2.999 -3.237  0.18
44 H -0.704 3.516 -7.062  0.23
45 H 0.841 4.790 6.101  0.22
46 H 1.139 1.424 -2.390  0.19
47 H 0.723 -2.014 -1.140  0.24
48 H -1.561 0.911 4.163  0.23
49 H -1.886 2.264 -6.576  0.27
50 H 1.421 4.121 -5.915  0.24
51 H -1.708 -0.576 -1.813  0.15
52 H 1.780 0.623 -6.260  0.24
53 H -0.156 0.410 -1.869  0.24
54 H -0.917 3.676 7.425  0.22
55 H -1.263 -0.118 -6.540  0.28
56 H -2.814 -1.709 -2.455  0.21
57 H 1.451 3.876 -4.145  0.26
58 H 1.701 -2.813 -7.301  0.24
59 H 2.520 -1.553 -6.334  0.25
60 H 2.488 2.877 -5.204  0.25
61 H -3.696 0.217 -3.391  0.20
62 H 1.430 -2.690 0.374  0.21
63 H -1.094 -3.849 -5.311  0.29

---

Entry 6:
Computed, not measured: an isolated ion of composition C5H10N5O2S2 and charge +1 at a distorted geometry, with the ωB97M-V functional and the def2-TZVPD basis.

Computed properties:
- 2S+1 = 1
- total charge = +1
- frontier orbital gap (eV) = 9.63
- molar mass (g mol⁻¹) = 236.3
- calculated total energy (Eh) = -1416.86118
- SMILES = CS(=O)(=O)N(NC(N)=[NH2+])c1cncs1
- relative energy (zero: lowest compared OMol25 entry of this formula, charge and spin) (eV) = 0.947
- lowest unoccupied orbital energy (eV) = -3.128

Last column: natural (NBO) charge in e.
Element x y z (Å)
1 S -2.416 -0.668 1.709  0.39
2 S -0.272 -1.036 -1.402  2.25
3 O 0.871 -1.867 -1.640  -0.92
4 O -0.422 0.163 -2.171  -0.93
5 N 3.417 0.386 0.194  -0.76
6 N -0.078 -0.711 0.298  -0.50
7 N 1.291 -0.430 0.539  -0.40
8 N 1.715 1.290 -1.032  -0.76
9 N -2.010 1.878 2.029  -0.40
10 C -1.764 -2.030 -1.577  -0.86
11 C -1.018 0.091 0.952  -0.13
12 C -2.857 0.948 2.331  -0.08
13 C -1.041 1.434 1.222  -0.05
14 C 2.104 0.459 -0.088  0.68
15 H -1.889 -2.750 -0.756  0.27
16 H -2.518 -1.267 -1.385  0.26
17 H -0.327 2.153 0.868  0.21
18 H 2.271 2.082 -1.389  0.44
19 H -1.647 -2.641 -2.465  0.30
20 H 0.755 1.395 -1.305  0.45
21 H 3.944 -0.407 0.558  0.45
22 H 3.907 1.170 -0.130  0.41
23 H -3.579 1.031 3.196  0.25
24 H 1.564 -0.675 1.445  0.42